[1]
{
  "formula": "C40H66Ge3KN5O3",
  "method": "ωB97M-V/def2-TZVPD",
  "species": ["K", "C", "C", "C", "C", "C", "C", "C", "C", "C", "H", "H", "H", "H", "H", "H", "H", "H", "H", "H", "H", "H", "C", "C", "Ge", "C", "C", "C", "C", "Ge", "C", "C", "C", "C", "C", "C", "C", "C", "C", "C", "H", "H", "H", "H", "H", "H", "H", "H", "H", "H", "H", "H", "H", "H", "H", "H", "H", "H", "H", "H", "H", "H", "H", "H", "H", "H", "N", "N", "C", "N", "N", "N", "O", "O", "H", "H", "H", "H", "H", "C", "Ge", "C", "C", "C", "H", "H", "H", "H", "H", "H", "H", "H", "H", "H", "H", "C", "C", "C", "C", "C", "C", "C", "O", "C", "C", "C", "H", "H", "H", "H", "H", "H", "H", "H", "H", "H", "H", "H"],
  "xyz": [[-1.498, -1.993, 0.688], [-1.472, 0.561, 5.305], [-2.100, -0.567, 4.585], [-1.508, -1.832, 4.587], [-2.142, -2.902, 3.948], [-1.576, -4.261, 4.044], [-3.297, -2.734, 3.184], [-3.865, -1.472, 3.145], [-5.089, -1.248, 2.299], [-3.269, -0.439, 3.842], [-0.410, 0.680, 5.088], [-1.685, 0.574, 6.369], [-1.925, 1.492, 4.929], [-0.572, -2.051, 5.073], [-0.486, -4.303, 4.072], [-1.922, -4.785, 3.177], [-1.923, -4.829, 4.913], [-3.800, -3.578, 2.719], [-6.027, -1.254, 2.906], [-5.170, -1.961, 1.439], [-5.096, -0.264, 1.813], [-3.680, 0.572, 3.710], [-3.801, 5.627, -0.923], [-3.989, 4.158, -1.339], [-2.652, 2.794, -0.934], [-3.035, 2.231, 0.917], [-3.328, 3.294, 1.945], [-0.912, 3.662, -1.270], [0.336, 3.170, -1.117], [0.461, 1.315, -0.215], [2.211, 0.550, -0.685], [3.617, 1.103, -0.276], [0.702, 1.730, 1.778], [1.902, 2.557, 2.175], [1.510, 3.759, -1.797], [2.126, 4.971, -1.461], [3.302, 5.434, -2.138], [3.869, 4.648, -3.099], [3.281, 3.461, -3.430], [2.156, 2.985, -2.769], [-4.677, 6.206, -1.205], [-2.903, 6.043, -1.401], [-3.662, 5.703, 0.152], [-4.060, 4.136, -2.442], [-5.007, 3.835, -1.101], [-2.223, 1.545, 1.239], [-3.997, 1.639, 0.823], [-2.458, 3.731, 2.335], [-3.864, 2.906, 2.820], [-3.922, 4.093, 1.612], [-0.949, 4.597, -1.794], [2.277, 0.495, -1.784], [2.185, -0.498, -0.354], [3.907, 1.861, -1.046], [4.453, 0.339, -0.340], [3.571, 1.665, 0.630], [0.679, 0.691, 2.138], [-0.221, 2.210, 2.074], [2.767, 1.906, 2.212], [1.781, 3.043, 3.164], [2.001, 3.383, 1.434], [1.733, 5.594, -0.695], [3.765, 6.343, -1.811], [4.715, 5.024, -3.617], [3.849, 2.916, -4.192], [1.816, 1.980, -2.927], [-0.239, -1.590, -1.939], [-0.040, -2.587, -2.907], [-0.479, -3.843, -2.689], [-0.118, -4.743, -3.613], [-1.184, -3.959, -1.628], [-1.742, -5.114, -1.239], [-1.686, -6.089, -1.936], [-2.322, -5.039, -0.173], [-0.691, -0.762, -2.294], [0.602, -1.362, -1.468], [0.586, -2.404, -3.709], [0.629, -4.424, -4.196], [-0.222, -5.740, -3.427], [-4.614, 1.676, -5.064], [-2.869, 1.554, -4.126], [-1.747, 3.114, -4.824], [-1.762, 0.106, -4.845], [-2.962, 1.300, -2.178], [-4.357, 1.617, -6.132], [-5.162, 2.599, -4.931], [-5.246, 0.805, -4.741], [-1.693, 3.949, -4.167], [-2.176, 3.429, -5.721], [-0.731, 2.765, -5.016], [-2.123, -0.906, -5.045], [-0.890, 0.168, -4.257], [-1.452, 0.459, -5.894], [-2.206, 0.565, -1.910], [-3.900, 0.779, -2.091], [7.037, -5.218, 1.543], [5.767, -4.381, 1.666], [5.807, -3.021, 2.012], [4.668, -2.221, 2.143], [4.735, -0.828, 2.642], [3.413, -2.762, 1.806], [2.310, -1.891, 1.900], [1.155, -2.085, 1.571], [3.370, -4.120, 1.319], [2.036, -4.869, 0.873], [4.533, -4.906, 1.296], [7.822, -4.955, 2.231], [7.437, -5.108, 0.523], [6.761, -6.261, 1.636], [6.791, -2.608, 2.229], [5.750, -0.525, 2.788], [4.183, -0.594, 3.538], [4.297, -0.178, 1.844], [2.567, -0.886, 2.233], [1.103, -4.433, 1.276], [2.114, -5.874, 1.263], [1.919, -4.880, -0.214], [4.426, -5.961, 0.924]],
  "multiplicity": 1,
  "relative_energy_kcal_mol": 23.85,
  "e_tot_ha": -8893.73894,
  "gap_ha": 0.19084,
  "largest_force_ha_per_bohr": 0.06790
}

=====

[2]
{
  "formula": "C40H67BI2NO15",
  "method": "ωB97M-V/def2-TZVPD",
  "species": ["C", "C", "O", "C", "O", "C", "C", "C", "C", "C", "C", "C", "C", "C", "O", "O", "C", "B", "O", "O", "C", "N", "C", "C", "C", "C", "C", "C", "C", "C", "C", "C", "C", "C", "I", "C", "C", "I", "H", "H", "H", "H", "H", "H", "H", "H", "H", "H", "H", "H", "H", "H", "H", "H", "H", "H", "H", "H", "H", "H", "H", "H", "H", "H", "H", "H", "H", "H", "H", "H", "H", "H", "H", "H", "H", "H", "H", "H", "H", "H", "H", "H", "H", "H", "H", "H", "H", "C", "C", "C", "O", "C", "O", "O", "H", "H", "H", "H", "H", "H", "C", "C", "C", "O", "C", "O", "O", "H", "H", "H", "H", "H", "H", "C", "C", "C", "O", "C", "O", "O", "H", "H", "H", "H", "H", "H"],
  "xyz": [[0.720, 2.934, 1.117], [1.462, 1.499, 0.842], [2.882, 1.445, 1.225], [3.114, 1.937, 2.593], [4.122, 2.832, 2.761], [2.311, 1.482, 3.948], [2.825, 0.000, 4.529], [2.105, -1.121, 3.579], [1.606, -2.482, 4.398], [-0.018, -2.437, 4.785], [-0.355, -0.944, 5.370], [-1.812, -0.800, 6.113], [-2.049, 0.835, 6.333], [-2.873, 1.513, 5.077], [-3.802, 0.832, 4.358], [-2.646, 2.915, 4.682], [-0.656, -2.895, 3.320], [-1.807, -1.930, 2.668], [-1.739, -0.467, 2.477], [-3.051, -2.606, 2.173], [-3.969, -2.865, 3.293], [0.411, -3.541, 2.460], [0.736, -2.987, 1.092], [-0.233, -3.580, -0.124], [-0.072, -2.732, -1.543], [1.387, -2.006, -1.725], [-1.333, -1.686, -1.816], [-2.729, -2.491, -2.191], [-3.952, -1.628, -1.447], [-5.046, -2.265, -0.656], [-5.228, -3.899, -0.539], [-6.166, -1.333, 0.144], [1.518, -3.854, 3.444], [2.908, -4.558, 2.973], [4.804, -3.621, 3.691], [3.083, -5.778, 2.145], [1.770, -6.576, 1.576], [5.140, -6.524, 1.738], [0.672, 3.243, 2.263], [1.173, 3.813, 0.459], [-0.414, 2.814, 0.769], [0.813, 0.644, 1.315], [1.425, 1.323, -0.335], [2.433, 2.259, 4.815], [1.149, 1.418, 3.687], [3.999, -0.131, 4.390], [2.608, -0.133, 5.679], [1.175, -0.660, 3.027], [2.878, -1.418, 2.743], [2.096, -2.625, 5.471], [-0.114, -3.331, 5.546], [-0.269, -0.071, 4.596], [0.463, -0.715, 6.209], [-1.865, -1.272, 7.187], [-2.685, -1.261, 5.481], [-0.981, 1.365, 6.362], [-2.605, 1.079, 7.336], [-2.835, 2.992, 3.684], [-1.284, -3.853, 3.658], [-1.970, -0.317, 1.503], [-4.784, -1.994, 3.309], [-3.412, -2.958, 4.321], [-4.587, -3.866, 3.158], [-0.036, -4.476, 2.214], [1.844, -3.269, 0.748], [0.710, -1.795, 1.038], [-1.391, -3.516, 0.145], [-0.022, -4.698, -0.391], [-0.150, -3.540, -2.418], [1.675, -1.246, -0.880], [1.316, -1.366, -2.729], [2.192, -2.836, -1.929], [-1.456, -0.908, -0.951], [-1.038, -1.095, -2.808], [-2.677, -3.610, -1.823], [-2.954, -2.453, -3.362], [-3.881, -0.455, -1.557], [-4.179, -4.426, -0.363], [-5.781, -4.331, -1.479], [-5.924, -4.100, 0.387], [-7.167, -1.341, -0.497], [-5.795, -0.245, 0.367], [-6.424, -1.899, 1.155], [1.020, -4.650, 4.146], [0.943, -6.812, 2.370], [2.173, -7.628, 1.181], [1.397, -6.004, 0.626], [4.352, 3.612, -0.649], [4.752, 4.917, -1.306], [4.567, 6.116, -0.426], [4.364, 7.157, -1.365], [3.826, 6.573, -2.478], [3.341, 7.186, -3.413], [3.899, 5.210, -2.401], [5.010, 3.374, 0.192], [3.319, 3.652, -0.286], [4.395, 2.792, -1.374], [5.779, 4.850, -1.686], [5.444, 6.319, 0.194], [3.682, 6.054, 0.218], [1.165, -3.339, -6.767], [-0.133, -2.570, -6.620], [-0.265, -1.424, -7.578], [-1.122, -0.539, -6.879], [-0.926, -0.782, -5.548], [-1.347, -0.077, -4.647], [-0.191, -1.920, -5.360], [1.215, -3.850, -7.733], [2.031, -2.674, -6.676], [1.258, -4.083, -5.969], [-0.987, -3.254, -6.687], [-0.713, -1.725, -8.529], [0.680, -0.907, -7.775], [0.951, 7.531, -5.084], [-0.353, 8.056, -5.649], [-1.568, 7.546, -4.934], [-2.562, 7.602, -5.942], [-1.908, 7.471, -7.136], [-2.458, 7.278, -8.207], [-0.556, 7.580, -6.970], [1.119, 7.900, -4.068], [0.961, 6.435, -5.066], [1.791, 7.839, -5.715], [-0.335, 9.152, -5.684], [-1.845, 8.172, -4.082], [-1.474, 6.507, -4.599]],
  "multiplicity": 1,
  "charge": 1,
  "e_tot_ha": -3367.24097,
  "gap_ha": 0.26722,
  "largest_force_ha_per_bohr": 0.17266
}

=====

[3]
{
  "formula": "C40H67Cl3LaN5O3P3",
  "method": "ωB97M-V/def2-TZVPD",
  "species": ["La", "C", "C", "C", "P", "C", "C", "C", "C", "C", "C", "C", "C", "C", "C", "N", "C", "C", "C", "C", "C", "C", "C", "P", "C", "C", "C", "C", "C", "C", "H", "H", "H", "H", "H", "H", "H", "H", "H", "H", "H", "H", "H", "H", "H", "H", "H", "H", "H", "H", "H", "H", "H", "H", "H", "H", "H", "H", "H", "H", "H", "H", "H", "H", "H", "H", "H", "H", "H", "H", "Cl", "C", "Cl", "H", "H", "O", "H", "H", "Cl", "O", "N", "C", "C", "C", "P", "C", "C", "C", "C", "C", "C", "H", "H", "H", "H", "H", "H", "H", "H", "H", "H", "H", "H", "H", "H", "H", "H", "H", "H", "H", "H", "H", "N", "C", "O", "C", "C", "N", "C", "N", "H", "H"],
  "xyz": [[-0.508, 0.928, -0.455], [3.870, 0.940, -4.561], [2.669, 1.180, -3.681], [2.670, 2.632, -3.241], [2.204, 0.101, -2.245], [1.800, -1.540, -2.994], [2.931, -2.382, -3.590], [0.598, -1.454, -3.891], [3.656, -0.229, -1.251], [5.004, -0.248, -1.633], [6.065, -0.272, -0.743], [7.433, -0.409, -1.282], [5.786, -0.267, 0.604], [4.483, -0.492, 1.052], [3.446, -0.457, 0.115], [2.111, -0.670, 0.612], [1.922, -0.498, 2.002], [2.343, 0.607, 2.743], [2.055, 0.670, 4.083], [1.426, -0.349, 4.788], [1.206, -0.158, 6.263], [0.998, -1.429, 4.043], [1.213, -1.528, 2.632], [0.955, -2.802, 1.423], [-0.617, -3.780, 1.223], [-1.124, -3.792, -0.187], [-1.613, -3.449, 2.298], [2.213, -4.096, 1.588], [3.626, -3.629, 1.288], [2.076, -4.896, 2.878], [3.753, 1.477, -5.512], [4.022, -0.081, -4.853], [4.819, 1.390, -4.148], [1.722, 1.070, -4.259], [3.532, 2.892, -2.619], [1.768, 2.790, -2.662], [2.709, 3.303, -4.137], [1.482, -2.058, -2.100], [3.342, -1.934, -4.500], [2.541, -3.357, -3.890], [3.774, -2.596, -2.895], [0.872, -0.974, -4.845], [-0.224, -0.831, -3.492], [0.191, -2.453, -4.121], [5.223, -0.092, -2.695], [7.648, 0.257, -2.101], [7.606, -1.390, -1.683], [8.219, -0.218, -0.516], [6.616, -0.259, 1.281], [4.272, -0.647, 2.076], [2.836, 1.443, 2.265], [2.332, 1.571, 4.592], [2.158, -0.367, 6.828], [0.415, -0.769, 6.677], [0.937, 0.889, 6.497], [0.517, -2.222, 4.614], [-0.213, -4.767, 1.364], [-1.733, -2.910, -0.327], [-1.801, -4.646, -0.310], [-0.323, -3.802, -0.928], [-1.909, -2.406, 2.173], [-1.237, -3.681, 3.304], [-2.477, -4.063, 2.096], [1.916, -4.791, 0.764], [4.001, -2.939, 2.048], [3.736, -3.132, 0.343], [4.315, -4.488, 1.198], [2.317, -4.319, 3.774], [2.811, -5.671, 2.832], [1.102, -5.351, 2.990], [-0.076, 4.892, -0.411], [1.560, 4.939, -1.103], [2.802, 4.116, -0.151], [1.835, 5.988, -1.168], [1.574, 4.535, -2.122], [-2.290, -0.290, 0.802], [-3.214, -0.555, 0.789], [-2.165, -0.175, 1.768], [-0.772, 1.864, -2.875], [0.081, -1.446, -0.198], [1.424, -1.823, 0.106], [-6.541, 2.142, -2.487], [-5.170, 2.610, -2.086], [-4.364, 2.892, -3.335], [-4.171, 1.479, -0.960], [-4.924, 1.809, 0.744], [-6.423, 1.965, 0.816], [-4.266, 3.015, 1.368], [-4.620, -0.329, -1.313], [-4.387, -0.713, -2.786], [-5.967, -0.809, -0.806], [-7.030, 2.858, -3.157], [-7.204, 2.005, -1.619], [-6.485, 1.192, -3.011], [-5.239, 3.509, -1.406], [-4.214, 1.980, -3.919], [-3.385, 3.315, -3.154], [-4.844, 3.612, -4.026], [-4.635, 0.903, 1.324], [-6.714, 2.972, 0.405], [-6.768, 1.938, 1.841], [-6.930, 1.165, 0.274], [-4.454, 3.970, 0.819], [-3.148, 2.936, 1.386], [-4.657, 3.209, 2.376], [-3.859, -0.909, -0.804], [-5.170, -0.405, -3.457], [-4.344, -1.800, -2.824], [-3.456, -0.295, -3.215], [-6.768, -0.326, -1.357], [-6.135, -0.651, 0.236], [-6.008, -1.875, -0.996], [0.837, 3.641, 2.850], [-0.088, 2.713, 2.654], [-0.289, 2.197, 1.495], [-0.846, 2.312, 3.758], [-1.867, 1.318, 3.567], [-2.529, 0.389, 3.407], [-0.489, 2.783, 5.056], [-0.084, 3.175, 6.072], [1.392, 3.921, 2.067], [1.002, 4.046, 3.759]],
  "multiplicity": 1,
  "relative_energy_kcal_mol": 0.00,
  "charge": 1,
  "e_tot_ha": -4500.01249,
  "gap_ha": 0.30494,
  "largest_force_ha_per_bohr": 0.03963
}

=====

[4]
{
  "formula": "C40H68BIN6NiS3Sb",
  "method": "ωB97M-V/def2-TZVPD",
  "species": ["Ni", "C", "C", "C", "C", "N", "N", "B", "N", "N", "C", "C", "C", "C", "C", "S", "C", "C", "C", "C", "N", "N", "C", "C", "C", "C", "C", "S", "C", "C", "C", "C", "C", "S", "C", "C", "C", "C", "H", "H", "H", "H", "H", "H", "H", "H", "H", "H", "H", "H", "H", "H", "H", "H", "H", "H", "H", "H", "H", "H", "H", "H", "H", "H", "H", "H", "H", "H", "H", "H", "H", "H", "H", "H", "H", "H", "H", "I", "C", "H", "H", "C", "C", "C", "C", "Sb", "C", "C", "C", "C", "C", "C", "C", "C", "H", "H", "H", "H", "H", "H", "H", "H", "H", "H", "H", "H", "H", "H", "H", "H", "H", "H", "H", "H", "H", "H", "H", "H", "H", "H", "H"],
  "xyz": [[1.840, -1.349, -2.557], [4.544, 1.000, 0.551], [3.089, 1.047, 0.889], [2.570, 1.087, 2.153], [1.170, 1.135, 2.390], [0.308, 1.205, 1.400], [0.825, 1.177, 0.185], [0.260, 1.388, -1.275], [-0.962, 0.470, -1.574], [-1.892, 0.972, -0.730], [-3.122, 0.582, -0.800], [-3.520, -0.353, -1.789], [-2.606, -0.877, -2.641], [-2.999, -1.864, -3.695], [-1.230, -0.477, -2.491], [-0.100, -1.242, -3.518], [-4.108, 1.159, 0.202], [-3.467, 2.300, 0.990], [-5.341, 1.684, -0.544], [-4.514, 0.032, 1.162], [-0.063, 2.866, -1.489], [-0.150, 3.610, -0.370], [-0.421, 4.872, -0.481], [-0.631, 5.466, -1.759], [-0.524, 4.733, -2.892], [-0.718, 5.311, -4.253], [-0.215, 3.327, -2.754], [-0.038, 2.273, -4.044], [-0.511, 5.699, 0.792], [0.421, 6.912, 0.670], [-1.958, 6.177, 0.973], [-0.099, 4.869, 2.006], [2.113, 1.066, -0.117], [2.094, 1.040, -1.858], [0.633, 1.102, 3.813], [1.121, -0.186, 4.494], [-0.894, 1.124, 3.826], [1.165, 2.322, 4.577], [5.149, 0.809, 1.435], [4.857, 1.950, 0.111], [4.739, 0.225, -0.191], [3.241, 1.069, 3.004], [-4.558, -0.652, -1.861], [-4.078, -2.005, -3.697], [-2.509, -2.824, -3.524], [-2.682, -1.524, -4.681], [-3.234, 3.140, 0.331], [-2.537, 1.986, 1.464], [-4.164, 2.643, 1.757], [-5.056, 2.394, -1.323], [-5.999, 2.198, 0.158], [-5.919, 0.881, -1.004], [-3.655, -0.302, 1.748], [-4.921, -0.830, 0.627], [-5.281, 0.389, 1.851], [-0.865, 6.522, -1.821], [-0.842, 6.391, -4.205], [-1.596, 4.867, -4.726], [0.130, 5.065, -4.891], [0.079, 7.617, -0.089], [1.438, 6.605, 0.418], [0.453, 7.446, 1.621], [-2.307, 6.742, 0.107], [-2.025, 6.830, 1.845], [-2.633, 5.333, 1.128], [0.941, 4.546, 1.925], [-0.720, 3.977, 2.099], [-0.206, 5.473, 2.909], [0.754, -1.070, 3.969], [0.745, -0.222, 5.518], [2.211, -0.243, 4.542], [-1.309, 0.295, 3.251], [-1.282, 2.052, 3.405], [-1.244, 1.042, 4.856], [2.257, 2.345, 4.606], [0.811, 2.292, 5.609], [0.813, 3.248, 4.121], [4.277, -1.542, -3.151], [2.564, -0.952, -4.219], [2.361, -1.659, -5.020], [2.601, 0.066, -4.598], [-1.699, -3.570, -0.555], [-0.571, -3.292, 0.438], [-0.800, -1.923, 1.073], [-0.593, -4.378, 1.514], [1.312, -3.210, -0.682], [2.858, -3.586, 0.846], [4.201, -3.149, 0.261], [2.963, -5.030, 1.324], [2.565, -2.671, 2.037], [1.299, -5.023, -1.912], [0.844, -6.278, -1.171], [2.732, -5.206, -2.423], [0.389, -4.803, -3.121], [-2.661, -3.470, -0.038], [-1.648, -4.582, -0.959], [-1.696, -2.866, -1.389], [-1.751, -1.935, 1.620], [-0.860, -1.131, 0.326], [-0.018, -1.653, 1.783], [-1.581, -4.379, 1.989], [0.140, -4.214, 2.301], [-0.430, -5.373, 1.101], [4.537, -3.799, -0.549], [4.959, -3.179, 1.052], [4.147, -2.134, -0.129], [3.290, -5.704, 0.532], [2.025, -5.408, 1.732], [3.714, -5.081, 2.121], [2.431, -1.632, 1.724], [3.416, -2.698, 2.727], [1.682, -2.971, 2.598], [1.428, -6.484, -0.276], [0.951, -7.138, -1.841], [-0.208, -6.223, -0.889], [3.420, -5.506, -1.630], [3.119, -4.298, -2.886], [2.744, -5.997, -3.181], [-0.650, -4.622, -2.845], [0.412, -5.707, -3.740], [0.721, -3.966, -3.737]],
  "multiplicity": 1,
  "relative_energy_kcal_mol": 10.40,
  "charge": 1,
  "e_tot_ha": -5159.04906,
  "gap_ha": 0.26373,
  "largest_force_ha_per_bohr": 0.01208
}

=====

no.,HOMO level (eV),E_LUMO (eV)
1,-5.6,-0.37
2,-10.4,-3.15
3,-10.5,-2.22
4,-10.0,-2.86